No. 1
Density functional theory data (ωB97M-V/def2-TZVPD) for a cluster of 9 separate species, C36H72O15S6 in total at a distorted geometry.

Values from the calculation:
Energy relative to the best compared isomer or geometry (same formula, charge and spin) (eV): 0.000
Gap between HOMO and LUMO (eV): 9.5
2S+1: 1
Structure (SMILES): O=S1(=O)CCCC1.O=S1(=O)CCCC1.O=S1(=O)CCCC1.O=S1(=O)CCCC1.O=S1(=O)CCCC1.O=S1(=O)CCCC1.C1CCOC1.C1CCOC1.C1CCOC1

Element x y z (Å)
C1 -2.343631 3.823045 -3.967718
C2 -1.151840 4.543011 -3.277164
C3 -0.195854 5.003156 -4.339872
S1 -0.393409 3.708824 -5.590126
O1 0.848267 2.980311 -5.646735
O2 -0.918923 4.396048 -6.727661
C4 -1.734674 2.706467 -4.779066
H1 -2.771086 4.491651 -4.722500
H2 -3.187532 3.423727 -3.352043
H3 -0.613110 3.739484 -2.730867
H4 -1.520343 5.246438 -2.560161
H5 0.829178 4.915930 -3.956797
H6 -0.379587 6.021254 -4.697982
H7 -1.241492 1.913240 -4.219760
H8 -2.368996 2.309844 -5.588215
C5 1.284137 -2.325972 -3.288721
C6 2.094734 -1.381351 -4.184888
C7 1.181768 -0.258896 -4.739513
S2 -0.369743 -1.155631 -5.016619
O3 -0.592360 -1.541779 -6.416067
O4 -1.457063 -0.389915 -4.422239
C8 0.028067 -2.699303 -4.071164
H9 0.930499 -1.752022 -2.412406
H10 1.799577 -3.221863 -2.936898
H11 2.490468 -1.922128 -5.021364
H12 2.899901 -1.005684 -3.583263
H13 1.520730 0.073731 -5.730082
H14 1.134888 0.631378 -4.112212
H15 0.042864 -3.503533 -4.808235
H16 -0.828564 -2.811964 -3.379191
C9 -2.076709 -2.287727 6.092289
C10 -2.885885 -3.351835 5.337539
C11 -2.507924 -3.189356 3.853733
S3 -0.700090 -2.908296 3.996754
O5 -0.341158 -1.679314 3.311709
O6 -0.009786 -4.136092 3.681915
C12 -0.620288 -2.582097 5.811123
H17 -2.287981 -2.243612 7.155083
H18 -2.276936 -1.315746 5.658535
H19 -3.982879 -3.370739 5.490749
H20 -2.445202 -4.279322 5.701627
H21 -2.913565 -2.343765 3.303708
H22 -2.542455 -4.139794 3.334688
H23 -0.047478 -1.658381 5.848331
H24 -0.145519 -3.373856 6.353122
C13 -0.474557 2.410028 4.842834
C14 -0.948302 2.710213 3.376877
C15 -0.405703 4.061622 2.911807
S4 1.101859 4.287584 3.922930
O7 0.831480 5.333170 4.906754
O8 2.260811 4.197448 3.075005
C16 1.003882 2.713990 4.821701
H25 -0.781143 1.414315 5.178719
H26 -0.909036 3.183603 5.496901
H27 -2.040299 2.700781 3.288736
H28 -0.534595 1.947135 2.742145
H29 -1.063284 4.924353 2.985540
H30 -0.070280 4.013530 1.862719
H31 1.417985 2.890472 5.802764
H32 1.638655 1.953778 4.394331
C17 -0.751454 -1.120141 0.092645
C18 -2.085856 -0.286321 -0.014660
C19 -1.910741 0.815055 -1.090528
S5 -0.188886 1.386845 -0.735239
O9 -0.244446 2.521228 0.153768
O10 0.494700 1.538630 -2.019939
C20 0.377322 -0.146184 0.135578
H33 -0.749443 -1.736422 -0.822551
H34 -0.746219 -1.762763 0.983689
H35 -2.243288 0.253464 0.921894
H36 -2.911345 -0.960576 -0.254141
H37 -2.553087 1.700518 -0.965438
H38 -1.893497 0.558450 -2.156045
H39 0.785774 0.117654 1.131556
H40 1.236762 -0.362326 -0.489749
C21 3.626854 3.350060 -2.918984
C22 2.951594 4.043918 -1.697639
C23 3.616432 3.623884 -0.426118
S6 4.106171 1.931345 -0.764373
O11 3.141975 1.045155 -0.172266
O12 5.500557 1.778679 -0.458856
C24 3.712960 1.892141 -2.587265
H41 4.661140 3.714023 -2.990479
H42 3.145093 3.522292 -3.885099
H43 1.924274 3.672724 -1.617570
H44 2.853177 5.126986 -1.784776
H45 2.846007 3.513315 0.317767
H46 4.500253 4.143156 -0.106191
H47 2.818526 1.265799 -2.666476
H48 4.582126 1.417852 -3.022919
C25 5.049886 -2.140211 -0.211606
C26 5.662356 -1.722883 -1.525865
C27 5.287469 -2.839293 -2.467508
O13 3.947908 -3.198725 -2.015112
C28 3.659683 -2.571009 -0.750793
H49 5.043865 -1.224425 0.417801
H50 5.680213 -2.903871 0.220410
H51 6.737707 -1.578526 -1.503091
H52 5.160667 -0.801125 -1.836947
H53 5.956525 -3.704852 -2.274588
H54 5.210676 -2.600231 -3.534663
H55 3.120985 -3.267799 -0.135037
H56 3.097106 -1.661771 -0.938048
C29 -5.732030 0.612519 2.795841
C30 -4.590076 1.556642 3.195876
C31 -3.800370 0.847502 4.273110
O14 -4.475382 -0.393431 4.435225
C32 -5.871765 -0.210521 4.083069
H57 -5.440689 -0.010788 1.948305
H58 -6.623085 1.174761 2.526358
H59 -5.066305 2.471357 3.513903
H60 -3.902270 1.852019 2.380669
H61 -3.761328 1.455564 5.206108
H62 -2.731305 0.658009 4.055369
H63 -6.488208 0.303034 4.847587
H64 -6.355955 -1.173904 3.976600
C33 -1.731651 -5.111392 -0.937995
C34 -1.188856 -4.748639 0.462086
C35 0.264717 -5.042912 0.479507
O15 0.633485 -5.089690 -0.880668
C36 -0.480566 -5.738814 -1.540041
H65 -2.078343 -4.204680 -1.452365
H66 -2.566915 -5.808121 -0.881190
H67 -1.756791 -5.255509 1.247227
H68 -1.334092 -3.677439 0.612872
H69 0.518083 -6.008392 0.908803
H70 0.860970 -4.274146 0.941817
H71 -0.420100 -6.823156 -1.392825
H72 -0.360170 -5.543221 -2.600976

Forces on the atoms, in the same order (eV/Å):
-0.70 -0.11 -0.10
-0.85 -2.04 0.86
0.39 -0.08 0.66
0.29 0.25 0.74
0.06 -0.43 -0.26
-0.41 -0.17 -1.09
1.08 0.67 -1.06
-0.32 0.20 0.31
0.88 0.59 -0.03
-0.36 0.50 0.12
0.14 0.77 0.27
-0.19 0.17 -0.32
-0.09 -0.47 -0.40
-0.13 0.04 0.05
0.35 0.12 0.36
-0.86 0.04 -0.22
-0.37 0.10 0.43
0.84 -0.86 -0.58
-1.15 -0.15 -1.23
0.87 0.43 1.40
0.32 -0.40 0.48
-1.08 1.25 0.45
0.31 -0.25 -0.15
0.22 0.35 -0.10
0.42 -0.43 -0.41
0.61 0.42 0.03
-0.18 -0.14 0.22
-0.68 -0.34 0.17
0.35 0.10 0.15
0.27 -0.20 -0.52
-0.51 0.07 0.13
-0.23 0.26 -0.10
1.30 -0.42 0.82
0.10 -0.07 0.39
-0.11 -0.20 0.07
0.01 0.11 -0.09
-0.26 1.05 -1.50
-0.10 -0.06 0.14
-0.32 0.35 0.09
0.71 0.24 0.05
-0.42 -0.50 -0.21
-0.31 -0.05 0.23
-0.33 0.06 -0.38
0.31 -0.15 0.22
0.08 -0.59 0.13
-0.67 1.11 -0.72
-0.54 0.10 0.82
0.96 -0.15 -0.49
-1.05 -0.62 0.67
0.69 -0.49 -1.02
0.30 0.84 0.02
0.07 0.03 0.46
0.30 0.17 -0.06
-0.21 -0.47 0.00
0.25 -0.09 0.02
0.05 -0.42 -0.42
-0.03 -0.07 0.54
-0.06 -0.07 0.49
0.02 0.33 0.38
0.01 -0.14 -0.73
-1.49 0.10 -0.46
0.45 0.02 -0.43
1.01 0.32 0.45
-0.77 -0.81 -0.83
0.21 0.23 0.23
-0.16 -0.06 0.84
1.12 1.39 -0.39
0.40 0.03 0.37
-0.05 0.29 -0.37
-0.29 -0.28 0.16
-0.07 0.23 0.22
0.20 -0.37 0.16
-0.10 -0.55 0.30
-0.57 -0.04 -0.49
0.18 -0.49 0.10
0.13 0.83 0.21
-0.96 0.27 -1.24
-0.11 -1.00 -0.20
-0.55 0.20 -0.92
-0.38 -0.74 0.70
0.39 -0.23 -0.20
0.87 -0.47 1.43
-0.18 0.11 -0.14
-0.16 0.11 0.24
-0.01 0.01 -0.28
0.31 -0.01 -0.13
0.15 0.24 0.80
0.23 0.41 0.13
0.09 0.46 -0.06
0.07 -0.25 -0.31
-0.43 1.21 -0.25
0.41 0.43 -0.90
-0.84 -0.65 0.90
0.17 -0.18 -0.19
1.68 0.04 -0.15
-0.31 -0.84 0.03
-0.29 -0.49 0.40
0.12 0.25 0.11
0.28 0.09 -0.11
-0.30 0.30 -0.47
0.26 -0.02 0.26
-0.31 -0.27 0.23
-0.39 0.17 0.15
0.17 -0.09 0.15
0.39 0.82 -1.32
0.17 0.15 0.81
-0.71 -0.48 0.86
0.56 0.37 -0.39
-0.11 -0.16 0.15
-0.09 -0.07 -0.01
0.18 0.41 0.50
-0.59 -0.26 0.04
-0.35 -0.47 -0.22
-0.63 -0.21 -0.33
0.70 0.19 -0.06
0.34 -0.35 -0.24
0.38 -0.17 0.44
-1.94 0.82 0.75
0.92 -0.48 -0.39
-0.53 -0.30 -1.15
0.78 0.58 -0.50
0.26 -0.33 -0.10
0.02 -0.02 -0.08
0.21 -0.02 0.01
-0.09 -0.11 0.14
-0.11 -0.21 0.47
0.18 0.21 0.36
-0.13 0.04 0.21
0.01 -0.03 -0.17

No. 2
Density functional theory data (ωB97M-V/def2-TZVPD) for the molecule C2H2N4O2 at a distorted geometry.

Values from the calculation:
Energy relative to the best compared isomer or geometry (same formula, charge and spin) (eV): 6.653
Gap between HOMO and LUMO (eV): 9.4
2S+1: 1
Structure (SMILES): [H]/N=c1\nnonc1O

Element x y z (Å)
C1 -0.288870 -0.728490 0.104306
C2 -0.195394 0.694475 0.119748
H1 -1.405795 -2.167904 0.037756
H2 -1.107670 2.399720 -0.330128
N1 0.756706 -1.550277 0.055866
N2 1.998496 0.576443 -0.051800
N3 1.047430 1.215750 0.426958
N4 -1.255415 1.375743 -0.251411
O1 -1.480522 -1.086578 0.102278
O2 1.931030 -0.728886 -0.213572

Forces on the atoms, in the same order (eV/Å):
4.39 -0.41 -0.19
-2.73 2.77 -0.82
-0.83 3.42 0.23
0.34 -0.77 0.48
-1.51 2.80 -0.16
0.92 0.45 1.87
0.34 1.31 -1.39
2.39 -0.84 0.68
-3.25 -6.88 0.07
-0.07 -1.86 -0.76

No. 3
Density functional theory data (ωB97M-V/def2-TZVPD) for the molecule C4H3BrO at a distorted geometry.

Values from the calculation:
Energy relative to the best compared isomer or geometry (same formula, charge and spin) (eV): 1.367
Gap between HOMO and LUMO (eV): 10.6
2S+1: 1
Structure (SMILES): CC(=O)C#CBr

Element x y z (Å)
C1 1.665917 -1.587358 -1.498768
C2 2.880471 -1.651108 -1.462862
C3 0.159568 -1.201072 -1.201590
C4 0.004421 -0.097084 -0.140054
O1 -0.714341 -1.457997 -1.968771
Br1 4.699123 -1.963385 -1.450972
H1 0.675083 0.687544 -0.553882
H2 0.440512 -0.453033 0.804710
H3 -1.018308 0.002628 -0.135417

Forces on the atoms, in the same order (eV/Å):
-0.70 0.37 1.04
-0.17 -0.44 -0.10
2.56 1.20 -0.97
3.33 -2.16 -0.72
-0.28 -0.82 0.05
-1.28 0.30 -0.07
-0.94 0.00 0.49
-0.30 0.32 -0.15
-2.22 1.22 0.43

No. 4
Density functional theory data (ωB97M-V/def2-TZVPD) for a cluster of 7 separate species, C16H47O7 in total at a distorted geometry.

Values from the calculation:
Charge: +1
Energy relative to the best compared isomer or geometry (same formula, charge and spin) (eV): 0.000
Gap between HOMO and LUMO (eV): 11.1
2S+1: 1

Element x y z (Å)
O1 -0.225427 -0.482385 -0.233227
H1 -0.382767 0.060445 -1.009227
H2 -0.681227 -0.209015 0.566213
H3 -0.396347 -1.409405 -0.414927
C1 -1.418847 -2.437455 2.815213
C2 -1.558037 -0.931815 3.225933
O2 -0.637187 -0.083985 2.480493
H4 -2.109837 -3.072005 3.370183
H5 -0.410047 -2.850235 2.820783
H6 -1.832117 -2.608455 1.821203
H7 -1.177307 -0.837955 4.242963
H8 -2.549757 -0.482335 3.276483
H9 -0.066567 0.360735 3.111543
C3 1.579483 -2.305595 -2.193227
C4 0.730993 -3.343565 -1.460537
O3 -0.555387 -2.741255 -1.456347
H10 2.460583 -2.806915 -2.593787
H11 1.921313 -1.513535 -1.526967
H12 1.093013 -1.918285 -3.088457
H13 1.083133 -3.496145 -0.440337
H14 0.644683 -4.333025 -1.909547
H15 -1.124587 -3.153665 -2.110207
C5 2.457003 2.104535 -0.748237
C6 3.299413 1.546185 -1.900827
C7 4.386003 0.539035 -1.489187
O4 2.435933 0.909015 -2.763497
H16 1.612373 2.779605 -0.886007
H17 3.061773 2.535375 0.049713
H18 2.021373 1.198375 -0.327267
H19 3.717393 2.399255 -2.435307
H20 4.621043 -0.134535 -2.313297
H21 4.021493 -0.134825 -0.713847
H22 5.291473 1.025685 -1.126687
H23 2.873803 0.806585 -3.611657
C8 -2.513027 2.205365 -2.085757
C9 -1.149757 2.153535 -2.843497
C10 -0.447207 3.466775 -2.795347
O5 -0.311157 1.182595 -2.257267
H24 -2.362697 2.644045 -1.099317
H25 -2.884007 1.207005 -1.853947
H26 -3.251827 2.820735 -2.599177
H27 -1.318677 1.879425 -3.884857
H28 -0.260217 3.683355 -1.743577
H29 -1.117537 4.270975 -3.098667
H30 0.557103 3.480305 -3.218777
H31 0.564333 1.232625 -2.647927
C11 3.551203 1.176655 4.529263
C12 2.507403 1.290475 3.441833
C13 2.786283 0.186235 2.405753
O6 1.218863 1.122495 3.955543
H32 4.527543 1.272815 4.054293
H33 3.579563 0.208635 5.029503
H34 3.507823 1.947055 5.299143
H35 2.637593 2.276005 2.994763
H36 2.060013 0.325535 1.604983
H37 2.603283 -0.828665 2.758743
H38 3.732153 0.212315 1.864683
H39 1.111143 1.485205 4.837833
C14 -4.899077 -1.884505 0.789233
C15 -3.895667 -1.497985 -0.257947
C16 -4.642037 -1.124675 -1.564237
O7 -3.093647 -0.378275 0.106693
H40 -4.433017 -2.323565 1.671333
H41 -5.573877 -2.638745 0.384423
H42 -5.569537 -1.100375 1.140983
H43 -3.185687 -2.290035 -0.496047
H44 -5.223567 -1.923145 -2.025067
H45 -3.927107 -0.736345 -2.289617
H46 -5.366427 -0.326605 -1.401617
H47 -3.705397 0.344315 0.265533

Forces on the atoms, in the same order (eV/Å):
1.40 -0.28 1.05
-0.47 1.55 -1.76
-0.61 0.64 1.61
-0.59 -1.42 -0.79
-1.36 0.92 -0.58
1.98 -0.46 0.65
-1.54 -1.01 -1.16
0.30 0.09 0.66
-0.01 0.36 0.36
0.24 0.34 -0.50
-0.22 -0.31 0.34
-0.17 -0.45 -0.67
0.55 0.38 0.17
1.24 -1.33 -0.35
0.28 0.71 -0.76
-1.27 -0.15 1.05
0.40 0.10 0.17
-0.21 0.07 -0.18
-0.33 0.14 0.31
-0.16 0.09 0.10
0.36 0.13 -0.27
-0.07 0.08 0.07
0.27 -1.20 0.97
0.92 1.55 0.83
-0.22 0.30 0.43
-1.85 -0.86 -1.43
0.36 0.07 -0.90
0.27 -0.02 -0.14
-0.23 -0.01 0.36
0.52 0.07 -0.01
0.19 0.33 -0.25
-0.15 0.12 0.25
0.00 -0.05 -0.04
-0.04 -0.15 -0.14
1.09 -0.18 0.14
-1.30 0.21 -0.18
-0.03 0.90 1.21
-0.42 -1.10 0.86
0.20 0.28 0.07
-0.11 -0.02 -0.54
0.07 -0.23 -0.15
-0.21 -0.18 -0.13
-0.06 0.04 0.29
0.37 0.06 -0.58
-0.29 0.05 -0.67
0.72 -0.10 -0.13
0.81 0.05 0.27
2.09 -0.86 0.27
-1.30 0.32 -0.91
-1.21 -0.25 0.00
0.11 0.13 0.03
-0.36 -0.12 -0.08
-0.24 0.14 -0.02
-0.30 0.10 -0.29
-0.23 -0.10 -0.09
0.17 0.13 0.48
0.29 0.34 0.60
0.29 0.16 0.03
-0.19 -0.91 0.68
-0.99 0.66 -1.49
0.26 0.09 -0.03
0.34 -0.11 0.37
0.09 0.05 0.06
0.08 -0.17 -0.07
0.28 0.46 -0.24
-0.05 -0.18 0.30
0.25 -0.27 0.15
0.02 -0.16 -0.12
-0.01 0.17 0.31
-0.01 0.28 0.14